A 2-piece molecular cluster, C4H10NO2 overall in a non-equilibrium geometry. Source: OMol25; level of theory: wB97M-V/def2-TZVPD.

Values from the calculation:
- Largest force on an atom: 3.88 eV/A
- Molecular weight: 104.129 g/mol
- LUMO (alpha / beta): 0.1463 / 0.1463 hartree
- Kohn-Sham gap (alpha / beta): 5.77 / 5.77 eV
- Charge: -1
- Highest occupied orbital energy (alpha / beta): -1.791 / -1.793 eV

Last column: natural (NBO) charge in e.
Cartesian coordinates (Å):
C 0.693729 -0.200483 -1.268128  -0.64
C -0.067307 -1.038907 1.074921  -0.65
C 0.796039 -0.103444 0.297183  -0.31
C 0.395065 1.285043 0.727733  0.39
N -1.752928 1.667097 -0.621435  -0.72
O -2.540304 1.952218 0.536928  -0.68
O -0.121661 1.600864 1.866679  -0.71
H 1.465155 0.462833 -1.631961  0.20
H -0.310889 0.216556 -1.495132  0.26
H 0.871191 -1.155084 -1.765502  0.19
H 0.116123 -2.130489 0.924503  0.19
H -0.919064 -1.148266 0.316443  0.22
H -0.305760 -0.678397 2.090187  0.25
H 1.945366 -0.074965 0.611688  0.18
H 0.674282 1.954469 -0.130772  0.14
H -2.129319 0.715147 -0.935178  0.24
H -1.866514 2.002199 1.210081  0.45

Forces on the atoms, in the same order (eV/Å):
-0.3 0.6 1.2
-1.5 -2.3 -2.3
2.2 0.1 0.5
-2.5 1.4 0.6
0.4 -1.4 -1.0
-0.9 0.1 -0.2
2.1 -0.7 -3.2
0.1 0.4 -0.5
0.7 -0.3 -0.2
-0.1 -0.3 0.5
1.1 0.5 1.1
-0.2 1.1 1.7
-0.1 -0.5 -0.7
-1.9 -0.5 -0.5
-0.2 0.6 1.4
0.4 1.1 0.6
0.6 0.0 1.0